Molecular formula: C3H7NO
Method: DFT, ωB97M-V with the def2-TZVPD basis set

Structure (SMILES): C[C@@H](N)C=O
Energy above the lowest of the compared OMol25 structures with the same formula, charge and spin: 49.4 kcal per mole
2S+1: 1
Total charge: 0
Strongest force on any atom: 3.72 eV/Å

```
12
Properties=species:S:1:pos:R:3:forces:R:3
C 1.22728 -0.73099 -0.08726 0.50 3.04 -1.72
C 0.08720 0.30021 -0.05780 -2.42 -0.13 -1.60
N -0.87994 -0.10025 -1.11060 -3.53 1.17 -0.16
C -0.65420 0.31173 1.29383 0.32 1.75 -1.11
O -1.83993 0.48667 1.47498 1.25 -0.70 -0.19
H 0.65291 -1.55395 0.16531 -0.29 -2.42 0.19
H 1.94467 -0.47190 0.68354 0.44 -0.26 -0.06
H 1.67988 -0.75640 -1.15742 -0.69 -0.22 2.09
H 0.22143 1.34498 -0.37272 1.23 0.11 1.16
H -1.90634 0.34357 -0.89348 3.20 -1.50 -0.19
H -0.66732 0.40487 -1.97761 0.23 -0.43 0.30
H 0.13436 0.42146 2.03924 -0.24 -0.40 1.29
```
Forces are in eV/Å.